Below is a cluster of 7 separate species, C5H23NO8 in total at a distorted geometry, with properties calculated with wB97M-V/def2-TZVPD.

Structure (XYZ):
```
37
Properties=species:S:1:pos:R:3:forces:R:3
C -0.11400 0.41513 -0.78628 2.5137 -0.5151 0.7375
C -0.86580 0.78664 -2.11493 -0.2460 -0.5392 -2.1353
C 0.15637 1.24457 -3.17264 -1.5265 0.0153 -0.8132
C -1.88038 1.89594 -1.81345 0.5487 -1.4850 1.2359
N 0.33791 -0.97575 -0.77768 -0.8486 2.7363 -0.9135
C -0.51152 -1.92910 -0.29632 -1.7559 -4.4378 1.5900
O -0.07713 -3.19255 -0.63486 -0.1227 1.3338 0.1352
O -1.50345 -1.77975 0.39611 1.3641 0.5681 -1.4285
H 0.77535 1.08779 -0.68370 -0.4534 -0.5458 -0.4522
H -0.72795 0.63788 0.05080 -0.8386 -0.4371 0.6633
H -1.35048 -0.15404 -2.50815 0.1424 0.9794 0.5764
H 0.57557 2.19098 -2.85279 0.3457 0.1108 -0.0805
H -0.40770 1.41835 -4.15683 0.8071 -0.2534 1.3528
H 0.91245 0.49172 -3.35576 0.2970 -0.0160 -0.0589
H -2.65855 1.52875 -1.17370 -0.6194 -0.3373 0.2331
H -2.30113 2.18810 -2.73357 -0.4643 0.6033 -1.1315
H -1.45419 2.69724 -1.24768 0.5267 0.7152 -0.0554
H 1.09831 -1.29784 -1.40482 0.3661 0.1491 -0.1329
H -0.63611 -3.90168 -0.22931 0.2888 0.9896 -0.2548
H 1.86445 -0.49994 0.80685 1.5697 1.6293 3.3277
H 1.95291 0.92178 1.50609 0.1971 0.1237 0.1247
O 2.20681 -0.01518 1.69494 -1.3752 -1.7722 -3.5050
H 0.41793 2.51915 1.27901 0.0024 0.1294 0.0572
H 1.70365 3.09784 1.78583 1.1798 1.8426 1.7179
O 1.39984 2.48477 1.17371 -1.1582 -1.7499 -1.7838
H -1.65610 2.99421 2.08650 -1.9885 2.7269 3.1368
H -1.48344 1.56165 1.70676 -0.0978 0.3092 0.2084
O -1.26030 2.50331 1.45361 1.8803 -2.9618 -3.2138
H -1.06615 -0.20866 2.89118 -0.6897 0.4728 -0.1585
H -1.80349 -0.61401 1.63900 -0.5063 -0.0739 -0.1415
O -1.83679 0.07453 2.30651 1.0245 -0.1171 0.6447
H 0.60131 -1.50878 3.87792 0.0511 0.1408 0.0913
H 1.07790 -0.37181 2.96692 1.5022 0.2901 -1.1403
O 0.43260 -0.59782 3.61442 -1.5920 -0.6075 1.3150
H 3.04138 -1.43568 -3.32068 -0.5070 -0.6470 1.0704
H 2.64840 -2.66132 -2.46593 0.4704 -4.5278 -0.1863
O 2.61370 -1.76861 -2.49425 -0.2875 5.1583 -0.6325
```
Positions in Å, forces in eV/Å.

Properties
Net charge = +1
HOMO energy (alpha / beta) = -14.24 / -14.22 eV
2S+1 = 2


Below is a cluster of 7 separate species, C5H24N2O6 in total at a distorted geometry, with properties calculated with wB97M-V/def2-TZVPD.

Structure (XYZ):
```
37
Properties=species:S:1:pos:R:3:forces:R:3
H -1.30136 -2.23818 1.33500 0.2258 0.6103 -0.1143
N -0.54575 -2.26847 2.01879 -0.3795 -0.7574 0.0564
C 0.45445 -1.51798 1.81611 -0.3687 0.2289 0.3092
N 0.66398 -0.52901 0.88766 0.8022 -0.2825 -0.0259
C 2.02681 0.01867 0.81479 0.0307 -0.3433 -0.0135
C 2.50672 0.26750 -0.60149 -0.0698 -0.4537 -0.5151
C 1.68002 1.28134 -1.39722 0.9953 0.7965 0.3272
C 1.50639 2.66944 -0.71722 -0.9355 -0.4798 -1.1810
H 1.22673 -1.58893 2.57568 0.3939 0.0891 0.0519
H 0.21258 -0.70670 -0.00902 -0.2989 0.3283 0.0880
H 2.72894 -0.65013 1.32303 -0.0812 -0.1175 -0.1007
H 2.09291 0.95232 1.37389 -0.1607 0.1761 0.0022
H 3.57339 0.49918 -0.51954 -0.1286 0.6610 -0.1099
H 2.53885 -0.62292 -1.24889 -0.2674 -0.3179 0.5992
H 2.19447 1.40444 -2.34474 0.1356 0.1003 -0.2506
H 0.70652 0.88559 -1.66735 -0.1271 -0.2230 0.2240
H 2.13775 2.85309 0.14136 0.0070 -0.0862 0.2239
H 1.66766 3.46289 -1.44842 0.2419 0.0247 0.0599
H 0.43755 2.73746 -0.49888 0.2009 0.2684 0.6955
O -1.38650 -4.03662 -0.81612 0.0885 -0.0915 -0.1888
H -1.50653 -3.98601 0.13618 0.0947 -0.0318 0.0637
H -1.13157 -3.14652 -1.07968 -0.2057 0.0480 0.1797
O -0.32703 1.00207 3.37651 -0.2197 -0.8118 -0.5034
H -0.26879 0.04742 3.55922 -0.2124 0.3047 0.7177
H -0.26008 0.89184 2.41626 0.2841 0.5454 -0.4095
O -1.21138 -0.83880 -1.09729 0.0144 -0.4167 -1.0658
H -1.16137 -1.21311 -1.99911 0.0612 0.0247 0.2745
H -1.54228 0.05097 -1.27876 -0.4169 0.4004 0.6838
O -2.84560 1.80246 1.90679 -0.2893 0.2433 2.0852
H -3.61294 2.03529 2.43711 -0.0993 -0.0265 -0.0501
H -2.14707 1.60947 2.55360 0.1550 -0.0959 -0.0221
O -0.59446 -2.10114 -3.51040 0.2707 -0.1845 -0.0234
H -0.42797 -1.97581 -4.44971 -0.0901 0.0520 0.0154
H 0.14579 -2.63552 -3.19530 -0.0957 -0.0150 -0.0810
O -2.52095 1.59150 -0.44128 0.3061 -0.2508 -1.6522
H -2.92164 2.35807 -0.84439 -0.0440 0.2380 -0.3015
H -2.78824 1.63486 0.49280 0.1826 -0.1544 -0.0487
```
Positions in Å, forces in eV/Å.

Properties
HOMO energy = -9.06 eV
SMILES string = [H]/N=C\NCCCC.O.O.O.O.O.O


Listing energy relative to the best compared isomer or geometry (same formula, charge and spin) for the structures above in their given order: 6.5, 25.1 kcal per mole.